C20H15AuBrN4O3S | ωB97M-V with the def2-TZVPD basis set

HOMO (alpha / beta) (eV): -17.782 / -17.782
Maximum force (eV Å⁻¹): 0.19
Net charge: +3
Orbital gap (alpha / beta) (eV): 5.0 / 5.0
Multiplicity: 1
Energy relative to the best compared isomer or geometry (same formula, charge and spin) (kJ/mol): 10.71
E_tot (eV): -117623.7353

Positions of all 45 atoms, in Å:
Au 1.203 0.983 0.468
O -1.163 -2.628 2.495
S 0.208 -2.264 2.377
O 1.132 -2.309 3.458
N 0.093 -0.485 2.108
C -0.583 0.206 2.939
C -1.252 -0.325 4.145
C -2.037 0.464 4.930
C -2.198 1.814 4.603
C -1.562 2.432 3.488
C -1.740 3.797 3.215
C -1.088 4.341 2.128
C -0.289 3.513 1.358
N -0.114 2.200 1.604
C -0.737 1.661 2.656
C 0.890 -2.900 0.918
C 2.242 -3.242 0.920
C 2.737 -3.952 -0.161
C 1.889 -4.311 -1.205
C 0.543 -3.959 -1.191
C 0.024 -3.256 -0.117
H -1.099 -1.364 4.406
H -2.525 0.060 5.806
H -2.829 2.434 5.233
H -2.376 4.406 3.847
H -1.185 5.386 1.870
H 0.237 3.923 0.508
H 2.866 -3.017 1.775
H 3.771 -4.270 -0.167
H 2.275 -4.902 -2.026
H -0.110 -4.274 -1.993
H -1.033 -3.036 -0.053
O 2.323 3.042 -1.469
N 1.535 2.284 -1.445
Br 5.924 -2.336 -2.880
C 4.606 -1.418 -1.958
C 4.910 -0.721 -0.789
C 3.903 -0.064 -0.122
N 2.629 -0.072 -0.568
C 2.330 -0.750 -1.695
C 3.287 -1.426 -2.413
H 5.919 -0.687 -0.403
H 4.108 0.493 0.782
H 1.295 -0.750 -2.015
H 3.009 -1.955 -3.314


C20H15BiFIN3O3Se | ωB97M-V with the def2-TZVPD basis set

HOMO (eV): -11.675
Maximum force (eV Å⁻¹): 0.08
Net charge: +1
Orbital gap (eV): 8.3
Multiplicity: 1
Energy relative to the best compared isomer or geometry (same formula, charge and spin) (kJ/mol): 0.00
E_tot (eV): -113596.6286

Positions of all 45 atoms, in Å:
Bi -1.046 2.074 -1.919
C 1.044 -4.196 1.372
C -0.386 -3.898 1.800
C -0.649 -4.094 3.284
C 0.184 -3.126 4.110
C 0.019 -1.715 3.614
C 0.296 -0.643 4.428
C 0.137 0.662 3.963
F 0.423 1.666 4.798
C -0.301 0.939 2.702
C -0.598 -0.136 1.851
C -1.027 0.115 0.499
O -1.067 1.356 0.116
C -1.370 -0.978 -0.299
C -1.181 -2.249 0.220
N -0.720 -2.495 1.431
C -0.433 -1.454 2.303
C -1.847 -0.957 -1.722
O -2.302 -1.951 -2.221
O -1.727 0.169 -2.422
H 1.306 -5.217 1.649
H 1.752 -3.513 1.843
H 1.154 -4.090 0.293
H -1.079 -4.517 1.229
H -0.417 -5.125 3.547
H -1.712 -3.938 3.484
H 1.241 -3.403 4.067
H -0.104 -3.175 5.160
H 0.634 -0.798 5.445
H -0.421 1.957 2.365
H -1.396 -3.103 -0.409
Se 1.560 1.631 -2.227
C 1.667 0.157 -1.124
N 1.738 -0.767 -0.439
I -1.281 2.142 -5.318
C -0.131 3.853 -4.929
C 0.195 4.730 -5.949
C 0.958 5.837 -5.614
C 1.356 6.018 -4.297
C 0.974 5.080 -3.358
N 0.236 4.006 -3.667
H -0.135 4.552 -6.962
H 1.240 6.549 -6.378
H 1.952 6.869 -4.002
H 1.264 5.177 -2.319


C20H15Cl2F3NO6S4 | ωB97M-V with the def2-TZVPD basis set

HOMO (eV): -5.778
Maximum force (eV Å⁻¹): 6.00
Net charge: -1
Orbital gap (eV): 8.1
Multiplicity: 1
Energy relative to the best compared isomer or geometry (same formula, charge and spin) (kJ/mol): 0.00
E_tot (eV): -111295.6878

Positions of all 51 atoms, in Å:
Cl 4.773 -0.919 -3.392
C 3.145 -0.377 -3.237
C 2.832 0.596 -2.282
C 1.492 0.899 -2.027
C 0.512 0.328 -2.828
S -1.231 0.681 -2.510
C -1.650 -0.794 -1.298
Cl -3.340 -0.431 -0.875
O -1.329 1.905 -1.760
O -1.984 0.449 -3.712
C 0.818 -0.583 -3.833
C 2.150 -0.952 -4.031
H 3.624 1.077 -1.716
H 1.234 1.565 -1.205
H -1.482 -1.557 -2.100
H 0.029 -1.007 -4.446
H 2.415 -1.685 -4.785
F -2.423 -4.550 -1.024
C -1.177 -4.014 -0.946
F -0.366 -4.897 -0.299
F -0.719 -3.853 -2.233
S -1.310 -2.490 -0.002
N 0.618 0.796 3.237
S -0.248 -0.456 2.622
C 0.861 -1.269 1.458
C 2.199 -1.006 1.670
C 3.163 -1.542 0.816
C 2.756 -2.288 -0.289
C 1.405 -2.571 -0.497
C 0.428 -2.094 0.371
O -0.482 -1.376 3.708
O -1.349 -0.056 1.759
S 0.659 2.166 2.399
C -1.052 2.700 2.501
C -1.802 2.816 1.333
C -3.172 3.049 1.427
C -3.770 3.234 2.678
C -2.994 3.156 3.842
C -1.628 2.891 3.756
O 1.447 3.111 3.148
O 0.921 1.972 0.987
H 2.463 -0.367 2.509
H 4.219 -1.364 1.010
H 3.485 -2.647 -1.014
H 1.112 -3.156 -1.362
H -0.875 -0.382 -0.613
H -1.321 2.690 0.366
H -3.753 3.079 0.506
H -4.842 3.435 2.742
H -3.449 3.302 4.824
H -1.012 2.788 4.646


C20H15FMoNO3S2SbSe4 | ωB97M-V with the def2-TZVPD basis set

HOMO (alpha / beta) (eV): -7.847 / -7.846
Maximum force (eV Å⁻¹): 0.47
Net charge: 0
Orbital gap (alpha / beta) (eV): 5.3 / 5.3
Multiplicity: 1
E_tot (eV): -322786.0574

Positions of all 48 atoms, in Å:
Mo -2.552 0.538 -0.198
C 2.860 -4.289 1.822
C 3.233 -3.385 0.657
C 4.657 -2.870 0.783
C 5.036 -2.079 -0.455
C 4.023 -0.998 -0.723
C 4.367 0.119 -1.449
C 3.433 1.121 -1.694
F 3.820 2.186 -2.409
C 2.157 1.048 -1.217
C 1.789 -0.072 -0.463
C 0.432 -0.163 0.050
O -0.394 0.742 -0.268
C 0.140 -1.283 0.854
C 1.085 -2.259 1.031
N 2.314 -2.220 0.521
C 2.710 -1.104 -0.222
C -1.156 -1.435 1.582
O -1.374 -2.407 2.264
O -1.979 -0.416 1.451
H 3.641 -5.040 1.928
H 1.922 -4.818 1.664
H 2.799 -3.724 2.754
H 3.151 -3.953 -0.275
H 5.325 -3.722 0.912
H 4.734 -2.248 1.680
H 5.077 -2.755 -1.315
H 6.027 -1.637 -0.353
H 5.374 0.230 -1.832
H 1.433 1.828 -1.405
H 0.802 -3.113 1.627
S -2.092 2.599 0.785
C -3.497 3.635 0.681
C -3.456 4.984 1.012
C -4.598 5.753 0.838
C -5.767 5.186 0.344
C -5.811 3.837 0.029
C -4.666 3.070 0.197
S -4.696 1.341 -0.095
H -2.544 5.420 1.395
H -4.573 6.805 1.090
H -6.648 5.799 0.205
H -6.714 3.379 -0.353
Se -6.238 0.426 -3.131
Sb -4.231 -0.821 -2.984
Se -2.152 0.772 -2.522
Se -3.296 -2.524 -4.337
Se -3.906 -1.480 -0.457


C20H15N5O2Pt | ωB97M-V with the def2-TZVPD basis set

HOMO (alpha / beta) (eV): -4.314 / -8.230
Maximum force (eV Å⁻¹): 1.22
<S²>: 2.049
Net charge: 0
Orbital gap (alpha / beta) (eV): 2.9 / 6.0
Multiplicity: 3
Energy relative to the best compared isomer or geometry (same formula, charge and spin) (kJ/mol): 0.00
E_tot (eV): -35774.8803

Positions of all 43 atoms, in Å:
Pt -0.589 0.274 -0.384
O -0.602 -3.447 -1.950
C -0.802 -2.418 -1.329
N -0.376 -1.145 -1.700
C 0.412 -0.797 -2.757
C 0.723 -1.615 -3.859
C 1.535 -1.127 -4.849
C 2.061 0.181 -4.787
C 1.780 1.008 -3.732
C 0.957 0.539 -2.689
N 0.611 1.239 -1.572
C 1.162 2.429 -1.097
O 2.038 3.076 -1.644
C 0.558 2.794 0.203
C 1.003 3.916 0.887
C 0.490 4.224 2.128
C -0.508 3.384 2.656
C -0.932 2.304 1.928
N -0.422 1.972 0.725
C -1.528 -2.364 -0.039
C -1.955 -3.532 0.572
C -2.618 -3.483 1.781
C -2.892 -2.218 2.333
C -2.456 -1.094 1.682
N -1.744 -1.126 0.537
H 0.304 -2.607 -3.909
H 1.767 -1.752 -5.701
H 2.688 0.542 -5.591
H 2.161 2.015 -3.679
H 1.771 4.513 0.414
H 0.847 5.077 2.688
H -0.949 3.584 3.623
H -1.711 1.660 2.311
H -1.732 -4.466 0.075
H -2.922 -4.385 2.291
H -3.447 -2.124 3.255
H -2.675 -0.113 2.079
C 1.302 -0.852 3.676
C 1.417 -0.766 2.224
N 1.464 -0.688 1.079
H 1.835 -0.020 4.132
H 1.722 -1.792 4.027
H 0.252 -0.798 3.962


C20H15N5OS | ωB97M-V with the def2-TZVPD basis set

HOMO (eV): -7.673
Maximum force (eV Å⁻¹): 2.13
Net charge: 0
SMILES: COc1nc(Nc2ccc(-c3nc4ccccc4s3)cc2)c2cc[nH]c2n1
Orbital gap (eV): 7.9
Multiplicity: 1
E_tot (eV): -41317.4880

Positions of all 42 atoms, in Å:
N -4.556 0.245 0.379
N 5.280 0.344 1.162
N 2.957 0.330 0.621
O 4.460 1.811 -0.386
S -3.689 2.674 0.081
C -3.487 0.984 0.564
C 3.974 -2.339 3.064
C 5.248 -2.356 3.519
C 4.231 0.768 0.466
C 5.092 -0.663 1.981
C 2.796 -0.671 1.483
C -7.833 1.272 -1.008
C -7.573 2.636 -1.218
C -6.822 0.485 -0.431
C -6.317 3.212 -0.867
C -1.131 1.231 1.185
C -2.044 -1.030 1.047
C 0.111 0.672 1.446
C -0.798 -1.544 1.307
C -5.589 1.039 -0.102
C -5.331 2.369 -0.339
C 3.859 -1.244 2.147
C -2.227 0.365 0.970
C 0.316 -0.702 1.462
N 5.948 -1.349 2.846
N 1.569 -1.263 1.666
C 5.747 2.428 -0.403
H 3.172 -2.970 3.382
H 5.618 -3.065 4.240
H -8.785 0.796 -1.292
H -8.352 3.268 -1.670
H -6.960 -0.548 -0.230
H -6.129 4.266 -1.043
H -1.175 2.311 1.183
H -2.920 -1.688 0.955
H 0.948 1.346 1.642
H -0.703 -2.609 1.456
H 6.926 -1.101 2.995
H 1.617 -2.224 2.023
H 6.008 2.860 0.583
H 6.527 1.721 -0.658
H 5.752 3.242 -1.147